Entry a
Below is C3H5N3OS in the gas phase, with properties calculated with ωB97M-V/def2-TZVPD.

Properties
Lowest unoccupied orbital energy in eV: 0.61
Frontier orbital gap in Ha: 0.3071
SMILES: [H]/N=c1\[nH]c(S)c(N)o1

CARTESIAN COORDINATES (ANGSTROEM)
C (-0.7571, -0.4289, 0.1857)
C (0.2603, 1.4956, 0.2327)
C (0.4506, -0.6737, -0.4400)
H (-1.8038, -2.1110, 0.0407)
H (-2.8118, -0.7694, 0.6415)
H (1.2165, 3.0908, 0.0905)
H (1.5568, 0.9591, -1.2824)
H (1.9732, -2.3874, 0.3324)
N (-1.8445, -1.2062, 0.4770)
N (0.2662, 2.7759, 0.3186)
N (1.1147, 0.5623, -0.3725)
O (-0.9444, 0.8645, 0.5762)
S (1.3234, -2.1716, -0.8004)


Entry b
Below is C3H5N3OS in the gas phase, with properties calculated with ωB97M-V/def2-TZVPD.

Properties
Lowest unoccupied orbital energy (spin up / spin down) in eV: -0.06 / -0.06
Frontier orbital gap (spin up / spin down) in Ha: 0.3161 / 0.3161
SMILES: CN1C(=O)N1C(N)=S

CARTESIAN COORDINATES (ANGSTROEM)
C (-0.8486, -1.3731, -0.0489)
C (-0.3380, 0.7261, -1.3509)
C (0.9357, 1.7635, 0.6156)
N (-0.1283, -0.3044, -0.5737)
N (-0.2454, 1.1964, -0.0933)
N (-0.0364, -2.2678, 0.5031)
O (-0.7735, 0.9527, -2.4182)
S (-2.4551, -1.4987, -0.3869)
H (1.0666, 1.2826, 1.6422)
H (1.6676, 1.7810, -0.1932)
H (0.5958, 2.7967, 0.8443)
H (0.9572, -1.9446, 0.5550)
H (-0.3976, -3.1103, 0.9050)


Which of them is most stable? Easy: entry a.


Entry a
Below is a molecular structure, C3H5N3OS, with properties calculated with ωB97M-V/def2-TZVPD.

Properties
Lowest unoccupied orbital energy in eV: 0.08
Frontier orbital gap in Ha: 0.3118

CARTESIAN COORDINATES (ANGSTROEM)
C (0.8687, -0.2109, 1.3871)
C (1.0878, 0.4347, 0.1038)
C (0.0945, 0.0504, -0.7040)
H (-2.7005, -0.3279, 0.4960)
H (-2.4240, -1.9028, 0.2431)
H (1.3803, -0.3345, 2.3730)
H (2.7141, 1.4883, 0.2048)
H (0.7239, 1.1411, -2.9544)
N (-2.1055, -0.8668, -0.1867)
N (-0.6518, -0.8742, 0.0251)
N (-0.1494, -1.0058, 1.3266)
O (1.9091, 1.4757, -0.2874)
S (-0.7472, 0.9327, -2.0271)


Entry b
Below is C3H5N3OS in the gas phase, with properties calculated with ωB97M-V/def2-TZVPD.

Properties
Lowest unoccupied orbital energy in eV: 0.37
Frontier orbital gap in Ha: 0.3520
SMILES: N/N=C1/CC(=O)SN1

CARTESIAN COORDINATES (ANGSTROEM)
C (-0.1880, 0.0782, -0.4009)
C (0.8816, 1.1419, -0.0231)
C (1.8085, 0.7428, 1.1296)
H (-1.6157, -2.0089, -1.3067)
H (-2.7728, -0.6831, -1.5745)
H (0.4461, 2.1684, 0.2257)
H (1.5612, 1.0764, -0.8764)
H (-0.9510, -1.0204, 1.1644)
N (-1.9887, -1.1150, -0.8539)
N (-1.0255, -0.1213, -1.2545)
N (-0.0041, -1.0277, 0.5596)
O (2.7789, 1.4725, 1.3066)
S (1.0694, -0.7039, 1.9042)


Which of them is most stable? Easy: entry b.